208
Properties=species:S:1:pos:R:3:lowdin_charge:R:1 method="wB97M-V/def2-TZVPD" homo_lumo_gap_ev=3.9 e_lumo_ev=-10.6655 charge=+8 energy_ev=-170480.755 spin_multiplicity=1
C -34.39277 11.95265 21.06063 -0.087
O -34.68255 13.01542 20.16272 -0.222
C -35.83477 13.71608 20.66103 -0.190
C -35.95757 15.02573 19.90791 -0.088
N -35.86579 14.81174 18.45973 0.045
H -35.31459 13.98779 18.28499 0.139
H -36.82583 14.70668 18.11412 0.197
C -35.29453 15.94195 17.68799 -0.055
C -33.74107 15.78262 17.68895 -0.189
O -33.48586 14.41729 17.45310 -0.212
C -32.12568 14.13634 17.44059 -0.102
H -34.38449 12.38045 22.07578 0.098
H -33.44908 11.49615 20.70637 0.098
H -35.22766 11.17616 21.05814 0.111
H -35.76936 13.78213 21.74623 0.134
H -36.73592 13.07191 20.47866 0.148
H -35.13743 15.64690 20.24279 0.143
H -36.98483 15.41782 20.09040 0.167
H -35.58312 16.86123 18.19231 0.145
H -35.59930 15.88881 16.63243 0.148
H -33.26083 16.18230 18.58660 0.133
H -33.29405 16.38545 16.89570 0.133
H -31.60804 14.47769 18.35435 0.103
H -31.66872 14.75286 16.64129 0.096
H -32.00715 13.05465 17.22826 0.106
C -36.25604 8.65136 13.95489 -0.048
O -35.89076 8.22252 15.28958 -0.189
C -35.04542 7.08998 15.34664 -0.254
C -34.02701 7.25133 16.38687 -0.081
N -34.77646 7.09627 17.75032 0.066
H -34.53467 7.89192 18.35980 0.176
H -35.80251 7.31403 17.55751 0.200
C -34.65825 5.80429 18.50054 -0.054
C -33.16385 5.59441 18.79887 -0.183
O -32.47660 6.78501 19.14380 -0.210
C -31.09606 6.93168 19.26869 -0.090
H -37.10971 9.23347 14.15339 0.078
H -36.38728 7.73906 13.32431 0.106
H -35.45718 9.25264 13.45321 0.100
H -34.54407 6.87318 14.41587 0.131
H -35.59371 6.16501 15.55666 0.143
H -33.49056 8.17881 16.31259 0.136
H -33.22330 6.56124 16.14697 0.135
H -35.09269 5.00462 17.90340 0.143
H -35.24763 5.93348 19.42614 0.154
H -32.60421 5.17093 17.93828 0.131
H -32.97583 4.84469 19.51542 0.122
H -30.78446 7.90055 19.62585 0.089
H -30.53522 6.64425 18.42244 0.067
H -30.75091 6.15715 20.05928 0.131
C -28.70769 4.70226 7.57247 -0.054
O -30.08125 4.29685 7.47827 -0.214
C -30.19301 2.93353 7.20870 -0.242
C -31.57727 2.45585 7.50964 -0.080
N -32.55241 3.33039 6.74137 0.045
H -32.14923 4.29688 6.83272 0.178
H -32.44825 3.07990 5.73735 0.201
C -33.97115 3.36639 7.12984 -0.105
C -34.79751 4.15081 6.12881 -0.186
O -34.24532 5.47608 5.91129 -0.207
C -34.91796 6.14572 4.85949 -0.095
H -28.29133 4.59396 6.56024 0.101
H -28.22886 4.00476 8.29953 0.103
H -28.70082 5.75086 7.88023 0.095
H -29.49591 2.31958 7.81621 0.146
H -30.00511 2.76610 6.09158 0.163
H -31.82219 2.58627 8.53432 0.129
H -31.74524 1.42609 7.24774 0.146
H -33.96542 3.89102 8.09892 0.149
H -34.37239 2.35957 7.24177 0.150
H -35.85291 4.30104 6.44155 0.149
H -34.87576 3.60543 5.16317 0.139
H -35.95916 6.45800 5.07711 0.106
H -34.95842 5.49752 3.98373 0.093
H -34.31174 7.01839 4.66301 0.089
C -32.53230 14.65659 5.84486 -0.028
O -32.21394 15.70294 4.86335 -0.245
C -32.70611 15.16705 3.58800 -0.184
C -32.50629 16.20103 2.50843 -0.055
N -31.18431 16.89923 2.85648 0.070
H -31.01247 16.28494 3.68177 0.141
H -30.47416 16.83772 2.14827 0.187
C -31.42739 18.28037 3.40752 -0.078
C -30.34739 18.64460 4.42109 0.049
O -28.68352 18.69577 3.88017 -0.124
C -28.04149 19.52438 4.55661 -0.044
H -31.99984 13.81692 5.41116 0.083
H -33.63988 14.50538 5.82310 0.115
H -32.06150 14.96170 6.78650 0.101
H -33.76777 14.88005 3.65618 0.144
H -32.19584 14.18654 3.41613 0.145
H -33.26674 16.94918 2.39530 0.135
H -32.42320 15.67553 1.56843 0.144
H -32.37373 18.21634 3.97481 0.155
H -31.43952 18.94548 2.56515 0.148
H -30.18771 17.92730 5.21228 0.115
H -30.44659 19.64574 4.84658 0.118
H -26.92833 19.39208 4.73163 0.053
H -28.55048 20.42718 4.94544 0.094
H -25.12743 19.24690 2.29606 -0.239
C -15.61996 12.66033 4.61056 0.024
O -16.12644 13.79637 4.64014 -0.162
C -15.35404 15.08958 4.89052 -0.048
C -16.32361 16.27785 4.56746 0.005
N -16.21893 16.67467 2.95073 0.096
H -15.87225 17.69195 2.87750 0.191
H -15.52714 16.09259 2.57330 0.126
C -17.67450 17.03606 2.26707 -0.008
C -18.71619 15.98352 1.64056 -0.157
O -18.76453 14.72386 2.46445 -0.211
C -19.95636 13.82699 2.06495 -0.002
H -14.71662 12.49591 5.17162 0.093
H -16.23757 11.89339 4.11528 0.048
H -17.98881 11.04095 6.19660 -0.252
H -14.36537 14.98881 4.34774 0.152
H -15.23043 15.06203 6.09807 0.191
H -16.33405 17.20631 5.10872 0.128
H -17.26172 15.83917 4.42934 0.082
H -17.27937 17.60164 1.47607 0.096
H -18.20207 17.66517 3.05263 0.148
H -18.38288 15.88802 0.58632 0.120
H -19.58943 16.37358 1.12765 0.124
H -20.52618 14.18587 2.80902 0.040
H -19.90527 12.72901 1.86349 0.116
H -20.51500 14.25077 1.26622 0.066
C -22.34698 20.15809 14.37599 -0.082
O -21.49700 19.59250 15.36710 -0.203
C -21.86252 20.06308 16.64653 -0.197
C -21.05498 21.30816 16.97282 -0.065
N -19.57131 21.04721 16.79399 0.069
H -19.40667 20.59678 15.88542 0.164
H -19.11573 21.96626 16.86215 0.192
C -18.87857 20.17565 17.82385 -0.049
C -19.17752 18.67787 17.56088 -0.189
O -18.83009 18.53512 16.20381 -0.257
C -18.19312 17.34229 15.63194 -0.023
H -22.20169 21.24221 14.33487 0.094
H -23.40533 19.92972 14.67970 0.103
H -22.23380 19.79202 13.34813 0.096
H -21.64974 19.24684 17.31651 0.102
H -22.89418 20.44257 16.64871 0.138
H -21.22363 21.71134 17.99413 0.160
H -21.21480 22.14419 16.34082 0.122
H -19.02793 20.53830 18.83793 0.146
H -17.81668 20.23085 17.61134 0.141
H -20.21784 18.28970 17.70501 0.120
H -18.48055 18.06345 18.15555 0.140
H -17.84994 17.58270 14.59415 0.108
H -18.96672 16.57319 15.61919 0.067
H -17.38639 17.00655 16.32650 0.106
C -17.78860 7.62075 15.76234 -0.064
C -16.27734 7.72417 15.62351 -0.141
N -15.52517 6.78130 16.51533 -0.031
C -15.71259 6.55918 17.87652 0.001
C -14.79974 5.67108 18.26692 0.003
N -14.04121 5.27445 17.15996 -0.050
C -14.57350 5.96777 16.12290 -0.019
C -13.08445 4.15771 17.23539 0.042
H -18.15346 7.94422 16.74787 0.085
H -18.14208 6.63650 15.52110 0.073
H -18.22554 8.36456 15.12232 0.078
H -15.98741 8.75620 15.84580 0.132
H -15.94023 7.58502 14.59149 0.127
H -16.41108 7.19276 18.42568 0.148
H -14.65589 5.32737 19.23480 0.129
H -14.21216 5.78164 15.12872 0.167
H -12.63053 4.03660 16.24896 0.108
H -13.61115 3.25037 17.46160 0.104
H -12.29849 4.37699 17.92661 0.105
C -25.20884 15.20799 15.22025 -0.087
C -23.89583 15.83891 14.86568 -0.144
N -23.00932 14.92047 14.05013 -0.016
C -23.43349 13.75022 13.44918 0.005
C -22.36507 13.24202 12.81171 -0.071
N -21.34620 14.11114 12.93880 -0.066
C -21.72710 15.10729 13.72516 -0.031
C -19.92898 13.91129 12.53699 0.030
H -25.74903 15.07012 14.29778 0.074
H -25.81529 15.90469 15.78290 0.086
H -25.19856 14.28954 15.80544 0.095
H -23.33459 15.97273 15.79434 0.124
H -23.97611 16.85621 14.57096 0.109
H -24.45570 13.38022 13.56713 0.138
H -22.25563 12.40883 12.19869 -0.030
H -21.08919 15.91057 13.99399 0.148
H -19.44962 14.88227 12.44232 0.093
H -19.94774 13.34687 11.63727 0.075
H -19.39382 13.29397 13.28810 0.112
C -19.32495 5.33957 7.66184 -0.054
C -19.59870 6.19465 8.88134 -0.093
N -20.15876 5.26145 10.01191 -0.008
C -21.41808 4.61537 9.99969 0.013
C -21.38104 3.69789 10.97818 0.018
N -20.06899 3.74442 11.53841 -0.085
C -19.42226 4.73434 10.93356 -0.059
C -19.69666 3.03708 12.76396 0.013
H -18.44497 4.77053 7.85395 0.079
H -19.16713 5.95068 6.78360 0.094
H -20.13499 4.68147 7.47361 0.066
H -20.25372 7.04852 8.74700 0.127
H -18.66597 6.56832 9.24201 0.110
H -22.15145 5.00966 9.32112 0.139
H -22.15197 3.05636 11.32337 0.129
H -18.43330 4.95996 11.31282 0.174
H -19.74174 1.95633 12.58257 0.110
H -20.40689 3.34276 13.55848 0.112
H -18.66008 3.33825 13.04887 0.107
Br -21.07304 10.15418 12.14391 -0.641